(1)
Formula: C4H8N
Source: OMol25
Level of theory: wB97M-V/def2-TZVPD

Structure (XYZ):
```
13
Properties=species:S:1:pos:R:3:mulliken_charge:R:1
C -0.0877 -1.9793 -1.7530 -0.146
N 0.1418 -1.4093 -0.6826 0.053
C 0.3445 -0.9823 0.4711 -0.090
C 0.4216 0.5122 0.8798 -0.584
C -0.4826 1.9320 0.4152 -0.836
H -1.0736 -1.9565 -2.0295 0.293
H 0.6233 -2.4303 -2.4464 0.277
H 0.3479 -1.6278 1.2925 0.420
H 1.3624 0.8061 0.4750 0.329
H 0.4267 0.4569 1.9771 0.340
H 0.1589 2.8009 0.8709 0.284
H -0.7456 2.1905 -0.5473 0.399
H -1.4377 1.6867 1.0773 0.261
```

Computed properties:
ΔE to the lowest compared entry with this formula, charge and spin, kcal/mol: 46.72
HOMO-LUMO gap, Ha: 0.386
E_HOMO, eV: -15.6
Net charge: +1
Structure (SMILES): C=[N+]=CCC

---

(2)
Formula: C6H12INO3P
Source: OMol25
Level of theory: wB97M-V/def2-TZVPD

Structure (XYZ):
```
24
Properties=species:S:1:pos:R:3:mulliken_charge:R:1
C 0.0443 2.0366 -1.7527 -0.226
C 0.5041 0.5834 -1.9297 -0.356
C -1.2381 1.4234 -1.1768 -0.417
C 1.5006 -1.1913 2.3309 -1.418
C -0.5288 -1.9816 1.0327 -1.362
C 0.1656 -0.8262 1.7209 0.325
N -0.9838 0.1878 -2.0628 -0.072
O 1.1769 1.7726 1.1181 -0.680
O 0.9772 0.0089 -0.7970 -0.386
O -1.1310 1.0318 0.1199 -0.276
P 0.4027 0.6398 0.6699 1.040
I -1.1522 0.0731 3.2135 0.213
H 0.6326 2.6335 -1.0589 0.382
H -0.1058 2.5660 -2.6892 0.313
H 1.1211 0.2889 -2.7838 0.477
H -2.2119 1.8957 -1.3372 0.467
H 1.9804 -0.3155 2.7680 0.445
H 2.1581 -1.5853 1.5543 0.379
H 1.3825 -1.9478 3.1057 0.413
H -1.5014 -1.6883 0.6375 0.366
H -0.6941 -2.7882 1.7464 0.440
H 0.1023 -2.3647 0.2299 0.335
H -1.3600 0.2659 -3.0105 0.344
H -1.2413 -0.7185 -1.6489 0.253
```

Computed properties:
HOMO-LUMO gap, Ha: 0.348
E_HOMO, eV: -12.9
Net charge: +1

---

(3)
Formula: C24H66N6O6
Source: OMol25
Level of theory: wB97M-V/def2-TZVPD

Structure (XYZ):
```
102
Properties=species:S:1:pos:R:3:mulliken_charge:R:1
C -1.3056 5.1545 -2.7670 -0.995
O -1.4015 6.5114 -3.1026 -0.357
C -0.2674 7.0944 -3.6744 -0.571
C -0.4959 8.6107 -3.7979 0.178
C -0.7408 9.2562 -2.4592 -1.345
N -1.5845 8.9895 -4.6990 -0.697
H -2.1862 4.8184 -2.2306 0.302
H -0.3961 4.9282 -2.1987 0.351
H -1.1604 4.5291 -3.6582 0.395
H 0.6543 6.8419 -3.1320 0.383
H -0.0503 6.7452 -4.6977 0.429
H 0.4207 8.9879 -4.2659 0.395
H 0.0826 9.0154 -1.7755 0.353
H -1.6491 8.8560 -2.0077 0.221
H -0.7357 10.3430 -2.5132 0.432
H -2.4375 8.5562 -4.3591 0.286
H -1.3891 8.6831 -5.6448 0.276
C -3.6929 -2.6778 -2.7830 -0.909
O -2.7969 -3.0518 -1.7491 -0.144
C -2.4753 -4.4171 -1.6709 0.215
C -1.4255 -4.8507 -2.7131 0.304
C -0.8614 -6.2058 -2.2829 -1.571
N -0.3459 -3.8774 -2.8518 -0.698
H -4.6891 -2.7981 -2.3438 0.338
H -3.6569 -3.2928 -3.6877 0.331
H -3.5760 -1.6553 -3.1400 0.231
H -2.0752 -4.5165 -0.6559 -0.520
H -3.2723 -5.1773 -1.6494 0.458
H -1.9390 -4.9828 -3.6695 0.403
H -0.2302 -6.0475 -1.4022 0.302
H -0.1728 -6.5711 -3.0451 0.360
H -1.6215 -6.9472 -2.0445 0.395
H 0.0926 -3.8774 -1.9310 0.216
H -0.7229 -2.9579 -3.0240 0.365
C -1.6084 1.2563 -1.0116 -0.411
O -0.3294 0.6336 -1.0253 -0.373
C -0.4300 -0.7781 -0.9875 -0.425
C 0.7372 -1.3237 -0.1625 0.963
C 2.0436 -1.3292 -0.9462 -1.681
N 0.3830 -2.7455 0.0963 -0.227
H -1.5105 2.3084 -1.2578 0.097
H -1.9586 1.2431 0.0329 0.202
H -2.3746 0.6586 -1.5089 0.215
H -1.3477 -1.0823 -0.4589 0.355
H -0.5921 -1.1828 -1.9901 -0.029
H 0.8267 -0.8974 0.8392 0.193
H 2.6197 -2.2433 -0.8282 0.367
H 2.6467 -0.4283 -0.8081 0.408
H 1.8583 -1.2660 -2.0247 0.384
H -0.5941 -2.8888 0.3117 -0.427
H 0.9213 -3.1677 0.8400 0.181
C 6.8662 -5.8884 4.1364 -0.756
O 6.8842 -4.6487 3.5075 -0.331
C 5.6984 -4.3934 2.7716 -0.809
C 5.9416 -3.3338 1.7021 0.248
C 4.6238 -2.7717 1.2425 -1.405
N 6.6594 -3.8824 0.4950 -0.650
H 7.7169 -5.9659 4.8108 0.265
H 6.8508 -6.7140 3.4038 0.310
H 5.9696 -6.1350 4.7316 0.311
H 5.3281 -5.3046 2.2911 0.417
H 4.9530 -3.9815 3.4560 0.348
H 6.6809 -2.6360 2.1004 0.481
H 4.2467 -1.9717 1.8844 0.381
H 3.9094 -3.5897 1.1008 0.242
H 4.6931 -2.3449 0.2437 0.447
H 7.5994 -3.5200 0.4812 0.266
H 6.6483 -4.8933 0.5370 0.229
C -1.3811 3.5373 2.2019 -0.832
O -1.3007 4.2645 1.0026 -0.125
C -1.6713 5.6349 1.1298 -0.884
C -0.4677 6.5887 1.1710 0.391
C -0.9057 8.0390 1.3064 -1.335
N 0.3269 6.4584 -0.0492 -0.673
H -2.3719 3.2543 2.5750 0.310
H -0.9124 4.0364 3.0587 0.388
H -0.8087 2.6312 1.9999 0.211
H -2.3366 5.8861 0.2990 0.218
H -2.2845 5.7389 2.0334 0.489
H 0.2412 6.3109 1.9570 0.445
H 0.0097 8.5703 1.5678 0.351
H -1.5754 8.1970 2.1554 0.430
H -1.3576 8.3723 0.3753 0.122
H -0.2162 6.5637 -0.9000 0.106
H 0.6452 5.4901 -0.0292 0.362
C -4.1328 -5.6065 1.9926 -0.395
O -3.4738 -4.7278 2.8680 -0.338
C -2.0846 -4.6749 2.6048 0.419
C -1.5075 -3.5795 3.4745 0.167
C -2.1641 -2.2480 3.1333 -1.238
N -0.0516 -3.5294 3.2806 -0.479
H -5.2134 -5.5536 2.0277 0.301
H -3.7956 -6.6419 2.1359 0.325
H -3.7859 -5.4356 0.9658 -0.025
H -1.6636 -5.6791 2.7240 0.440
H -1.9081 -4.3797 1.5594 -0.795
H -1.8111 -3.8726 4.4860 0.323
H -3.2337 -2.3142 3.3499 0.406
H -2.1237 -2.0662 2.0564 0.122
H -1.8892 -1.3667 3.7134 0.435
H 0.2956 -2.5937 3.4570 0.229
H 0.4526 -4.1133 3.9376 0.233
```

Computed properties:
ΔE to the lowest compared entry with this formula, charge and spin, kcal/mol: 48.45
HOMO-LUMO gap, Ha: 0.338
E_HOMO, eV: -8.6
Structure (SMILES): COC[C@H](C)N.COC[C@H](C)N.COC[C@H](C)N.COC[C@H](C)N.COC[C@H](C)N.COC[C@H](C)N

---

(4)
Formula: C8H13N2
Source: OMol25
Level of theory: wB97M-V/def2-TZVPD

Structure (XYZ):
```
23
Properties=species:S:1:pos:R:3:mulliken_charge:R:1
C -1.8066 -1.1747 1.5944 -0.733
C -1.7366 -1.0175 0.2217 -0.497
C -0.6706 -0.8262 2.4764 -0.138
C -0.6520 -0.4767 -0.4573 0.876
C -0.6912 -0.1214 -1.7180 -0.237
C 0.4699 0.3574 0.9279 0.654
C 0.4161 0.1224 -2.6763 -1.680
C 0.3848 1.8746 0.8033 -1.261
N 0.3656 -0.2318 2.1122 -0.575
N 1.8782 -0.0739 0.2710 -0.358
H -2.6148 -1.6408 2.0365 0.466
H -2.4423 -1.8256 -0.1453 0.266
H -0.7992 -1.0474 3.5298 0.413
H -1.6518 -0.3608 -2.1822 0.391
H 0.5108 -0.7975 -3.0845 0.464
H 1.3524 0.4854 -2.4275 0.491
H 0.1342 0.6777 -3.5210 0.421
H -0.0004 2.0823 -0.2714 0.321
H 1.3845 2.3619 0.9441 0.337
H -0.3359 2.2120 1.4952 0.401
H 1.8910 0.4302 -0.6993 0.208
H 1.8361 -1.0611 -0.0181 0.417
H 2.7778 0.0516 0.7883 0.353
```

Computed properties:
ΔE to the lowest compared entry with this formula, charge and spin, kcal/mol: 113.83
HOMO-LUMO gap, Ha: 0.312
E_HOMO, eV: -12.6
Net charge: +1

---

The calculation returns the following E values, one per record and in order: -5757.838; -31433.266; -47179.616; -11476.552 eV.
The calculation returns the following max |F| values, one per record and in order: 0.1224; 0.0285; 0.0436; 0.1033 Eh/bohr.